Computed, not measured: a molecular structure, C25H30BrClINO2TeV in a non-equilibrium geometry, with ωB97M-V/def2-TZVPD.

```
63
Properties=species:S:1:pos:R:3:forces:R:3
V -0.927 1.247 0.093 0.734 -0.987 0.029
C 5.537 -3.125 -1.303 0.039 -0.054 -0.047
C 5.302 -2.282 -0.042 -0.060 0.117 -0.012
C 6.307 -1.128 -0.039 -0.002 0.036 -0.005
C 5.545 -3.136 1.208 0.041 -0.048 0.050
C 3.858 -1.775 -0.035 0.104 0.005 0.003
C 3.518 -0.429 -0.049 -0.019 0.051 -0.011
C 2.180 -0.098 -0.028 0.133 0.141 0.007
Br 1.690 1.737 -0.042 0.250 0.327 -0.008
C 1.112 -0.992 0.017 -0.744 0.715 0.034
O -0.137 -0.479 0.073 0.844 -1.399 -0.071
C 1.447 -2.353 0.006 0.137 -0.482 -0.019
C 2.806 -2.680 -0.015 -0.199 -0.200 -0.001
C 0.462 -3.541 0.001 -0.015 0.239 0.016
C -1.002 -3.110 0.037 -0.066 -0.127 0.006
C 0.717 -4.423 1.231 0.034 -0.080 -0.025
C 0.678 -4.365 -1.277 0.046 -0.079 0.020
H 6.579 -3.459 -1.348 -0.094 0.009 0.015
H 5.325 -2.538 -2.201 0.021 -0.049 0.050
H 4.897 -4.012 -1.319 0.050 0.079 -0.007
H 7.323 -1.531 -0.029 -0.063 0.035 -0.004
H 6.188 -0.495 0.845 0.017 -0.042 -0.067
H 6.204 -0.504 -0.932 0.012 -0.038 0.072
H 6.588 -3.471 1.243 -0.090 0.008 -0.014
H 4.905 -4.023 1.222 0.047 0.074 0.008
H 5.342 -2.557 2.113 0.020 -0.048 -0.049
H 4.259 0.360 -0.076 -0.020 -0.082 0.006
H 3.056 -3.736 -0.018 -0.020 0.080 0.003
H -1.231 -2.561 0.946 -0.033 0.023 0.011
H -1.642 -3.998 0.000 0.066 0.016 0.012
H -1.251 -2.473 -0.809 -0.029 0.010 -0.032
H 0.612 -3.845 2.152 -0.007 -0.024 -0.031
H 1.715 -4.868 1.220 -0.044 0.047 0.021
H -0.008 -5.242 1.252 0.029 0.045 0.015
H 0.526 -3.749 -2.166 -0.006 -0.024 0.028
H -0.035 -5.195 -1.304 0.025 0.046 -0.014
H 1.683 -4.790 -1.325 -0.046 0.043 -0.021
Cl -3.677 8.495 0.005 -0.003 -0.122 -0.011
C -3.047 6.870 0.031 -0.505 0.058 -0.017
C -1.719 6.681 0.127 0.604 -0.395 0.035
C -1.180 5.362 0.158 0.272 1.039 0.022
I 0.875 5.251 0.344 0.237 -0.138 0.011
C -1.946 4.241 0.082 -0.018 -1.871 0.014
O -1.420 2.996 0.105 -1.137 3.639 -0.059
C -3.376 4.449 -0.014 -0.133 -0.135 0.001
N -4.178 3.350 -0.061 0.595 0.110 -0.044
C -5.464 3.514 -0.119 -0.532 0.238 -0.077
C -6.103 4.775 -0.149 -0.164 -0.487 -0.018
C -5.329 5.886 -0.108 0.188 0.261 0.019
C -3.925 5.756 -0.034 0.019 -0.041 -0.017
H -1.055 7.533 0.181 0.007 -0.072 0.009
H -6.067 2.607 -0.136 -0.013 0.054 -0.010
H -7.183 4.837 -0.199 0.043 -0.015 0.001
H -5.766 6.874 -0.122 0.009 0.012 -0.009
C -4.565 0.723 1.673 -0.040 0.125 0.024
Te -3.214 -0.126 0.277 -0.474 -0.571 0.145
C -4.253 0.213 -1.544 -0.058 0.051 -0.019
H -5.563 0.331 1.498 0.003 -0.038 0.003
H -4.553 1.807 1.617 0.063 -0.135 -0.004
H -4.213 0.388 2.646 -0.048 -0.011 0.046
H -4.809 1.144 -1.505 0.056 0.043 0.044
H -4.907 -0.631 -1.741 -0.019 0.038 -0.017
H -3.492 0.286 -2.317 -0.042 -0.018 -0.040
```
Forces are in eV/Å.

Summary:
expectation value of S²	3.759
multiplicity	4
LUMO energy (alpha / beta)	0.054 / 0.090	eV
Kohn-Sham gap (alpha / beta)	7.34 / 8.15	eV
energy above the lowest of the compared OMol25 structures with the same formula, charge and spin	123.5	kJ/mol

Computed, not measured: a molecular structure, CH3NO2S in a non-equilibrium geometry, with ωB97M-V/def2-TZVPD.

```
8
Properties=species:S:1:pos:R:3:forces:R:3
C 0.224 -0.730 0.488 -4.270 0.870 2.855
N 0.664 0.700 0.378 0.353 -0.143 -0.780
O -1.619 0.547 -0.946 0.003 -0.016 0.049
O 0.518 0.166 -2.128 0.129 -0.370 -0.062
S -0.235 0.182 -0.921 0.364 0.589 1.077
H 0.984 -1.456 0.700 0.104 -0.435 -0.232
H -0.913 -0.732 1.311 3.706 -0.693 -2.710
H 0.377 1.323 1.118 -0.389 0.199 -0.197
```
Forces are in eV/Å.

Summary:
LUMO energy	0.373	eV
Kohn-Sham gap	11.09	eV
energy above the lowest of the compared OMol25 structures with the same formula, charge and spin	301.9	kJ/mol

Computed, not measured: 2 unconnected molecules or ions with the total composition C15H26N6O in a non-equilibrium geometry, with ωB97M-V/def2-TZVPD.

```
48
Properties=species:S:1:pos:R:3:forces:R:3
C 4.281 -1.381 0.780 -0.586 0.002 0.152
N 3.656 -1.391 -0.584 0.173 -0.403 1.087
C 2.513 -2.302 -0.518 1.044 -0.376 0.616
N 1.208 -1.689 -0.861 1.563 -1.714 -0.801
C 0.383 -2.329 -1.664 -1.279 1.313 0.216
N -0.761 -1.635 -1.821 0.798 -0.472 0.175
C -0.578 -0.542 -1.064 -0.757 -0.076 -0.238
N -1.538 0.379 -0.942 -0.127 0.323 -0.188
C -2.833 0.240 -1.613 -0.612 0.869 0.444
C -3.916 -0.496 -0.778 0.145 -0.793 -0.089
C -3.387 -1.411 0.338 0.157 -0.213 0.223
N -4.485 -1.795 1.252 0.376 0.217 -0.554
N 0.633 -0.537 -0.458 -0.252 0.130 -0.465
C 1.228 0.414 0.470 -0.049 0.484 1.256
C 0.936 1.862 0.137 -0.125 0.182 -0.252
C 1.591 2.462 -0.929 0.700 -0.585 -0.667
C 1.401 3.776 -1.257 0.205 1.035 -0.486
C 0.544 4.581 -0.523 -0.003 -0.110 -0.151
C -0.129 3.997 0.524 -0.298 0.663 0.186
C 0.059 2.667 0.862 -0.289 -0.735 1.269
C -0.744 2.154 2.054 -0.493 -0.217 -0.427
H 5.148 -0.717 0.825 -0.113 -0.176 -0.154
H 3.526 -1.034 1.499 0.298 0.039 -0.100
H 4.513 -2.406 1.105 0.193 0.302 -0.037
H 4.361 -1.857 -1.146 -0.264 0.308 -0.384
H 2.678 -3.085 -1.263 -0.567 0.139 0.058
H 2.434 -2.855 0.454 -0.203 0.094 -0.079
H 0.614 -3.293 -2.093 -0.003 0.163 0.034
H -1.428 1.191 -0.358 0.355 -0.142 -0.041
H -3.186 1.274 -1.744 0.150 -0.230 -0.090
H -2.718 -0.152 -2.625 0.203 -0.272 0.354
H -4.656 0.182 -0.334 0.314 0.118 -0.173
H -4.470 -1.148 -1.468 -0.064 0.243 0.201
H -2.946 -2.310 -0.114 -0.191 0.122 0.149
H -2.580 -0.949 0.932 -0.066 0.146 -0.404
H -4.665 -0.975 1.824 -0.201 -0.303 0.176
H -4.151 -2.537 1.857 -0.151 0.124 0.084
H 0.848 0.177 1.471 0.100 -0.014 -0.250
H 2.313 0.306 0.548 -0.268 -0.381 -0.589
H 2.304 1.918 -1.551 -0.199 -0.221 0.325
H 1.952 4.221 -2.082 -0.053 -0.211 0.085
H 0.416 5.630 -0.777 -0.036 -0.178 0.088
H -0.818 4.592 1.123 0.121 -0.120 -0.071
H -0.729 2.832 2.913 0.138 -0.026 -0.250
H -1.796 2.075 1.729 0.175 0.026 0.284
H -0.463 1.158 2.400 0.044 0.238 -0.015
O 2.190 -4.644 1.842 0.074 0.842 -0.616
H 1.250 -4.619 1.627 -0.077 -0.156 0.110
```
Forces are in eV/Å.

Summary:
LUMO energy	0.104	eV
Kohn-Sham gap	5.62	eV
energy above the lowest of the compared OMol25 structures with the same formula, charge and spin	428.4	kJ/mol

Computed, not measured: a molecular structure, C10H28NNaO5 in a non-equilibrium geometry, with ωB97M-V/def2-TZVPD.

```
45
Properties=species:S:1:pos:R:3:forces:R:3
Na -25.379 -6.885 14.525 0.330 0.634 -0.728
C -22.102 -4.762 13.003 -0.267 0.557 0.938
C -23.218 -5.759 12.740 -1.110 -0.071 -1.560
O -24.499 -5.250 12.610 0.336 -0.391 1.280
H -21.092 -5.148 12.845 -0.026 -0.196 -0.138
H -22.159 -4.442 14.053 0.097 0.234 -0.141
H -22.269 -3.890 12.367 0.077 -0.018 0.010
H -23.172 -6.574 13.500 0.447 -0.231 0.099
H -22.944 -6.196 11.752 0.219 -0.577 0.196
C -24.564 -4.415 16.313 0.863 1.028 0.703
O -25.786 -4.896 15.802 -0.343 -0.576 0.320
H -24.087 -5.151 16.964 -0.106 -0.317 -0.422
H -23.872 -4.092 15.529 -0.146 -0.367 -0.160
H -24.680 -3.542 16.971 -0.370 -0.040 -0.142
H -26.400 -4.173 15.675 0.126 0.106 -0.241
C -28.170 -7.476 16.327 0.224 0.382 0.312
O -27.721 -7.314 14.989 0.536 -0.681 -0.101
H -29.170 -7.906 16.369 -0.196 0.411 0.057
H -27.542 -8.165 16.894 0.276 -0.159 -0.564
H -28.028 -6.524 16.844 -0.643 0.003 0.156
H -28.301 -6.727 14.499 -0.127 0.045 0.141
C -20.701 -5.880 17.544 0.254 -0.081 0.414
O -21.909 -6.516 17.223 -0.547 0.284 -0.295
C -21.985 -7.869 17.563 0.017 -0.063 1.180
C -23.415 -8.370 17.459 1.249 -0.847 -1.016
N -23.774 -8.560 16.061 -1.500 0.327 -0.186
C -24.805 -9.560 15.854 0.284 -0.551 -0.378
C -24.811 -10.152 14.442 -0.396 1.041 0.190
O -24.863 -9.058 13.532 -0.088 -0.145 0.223
C -24.670 -9.431 12.188 -0.290 -0.369 -0.660
H -20.856 -4.804 17.613 -0.186 -0.036 -0.354
H -19.934 -6.100 16.796 0.100 0.025 0.134
H -20.371 -6.180 18.549 0.170 -0.168 -0.161
H -21.667 -8.014 18.608 -0.026 0.187 0.064
H -21.299 -8.511 16.997 -0.094 0.111 -0.424
H -24.113 -7.752 18.025 -0.038 0.257 -0.224
H -23.412 -9.364 17.928 -0.025 0.036 0.258
H -23.088 -8.542 15.324 0.497 0.045 0.421
H -25.783 -9.125 16.081 -0.107 -0.212 -0.012
H -24.650 -10.430 16.511 -0.159 0.111 0.213
H -25.717 -10.748 14.308 0.041 -0.254 0.066
H -23.935 -10.782 14.268 0.154 0.079 -0.058
H -25.264 -10.304 11.878 -0.014 -0.147 0.506
H -23.621 -9.674 12.007 0.029 0.227 -0.140
H -25.045 -8.646 11.533 0.478 0.371 0.225
```
Forces are in eV/Å.

Summary:
LUMO energy	0.044	eV
Kohn-Sham gap	5.72	eV

Computed, not measured: a molecular structure, C12H15N3O4 in a non-equilibrium geometry, with ωB97M-V/def2-TZVPD.

```
34
Properties=species:S:1:pos:R:3:forces:R:3
C -0.829 -4.653 0.990 -0.175 -0.237 -0.303
C 0.223 -3.669 1.430 -0.563 0.334 0.094
O -0.499 -2.408 1.599 0.556 -0.150 0.185
C 0.297 -1.352 1.887 0.117 0.922 0.094
C -0.497 -0.185 2.330 2.420 -0.319 -4.233
N 0.061 1.104 2.137 -0.744 -1.717 0.351
C 1.410 1.340 2.140 0.457 0.720 0.021
C 1.894 2.640 2.137 -0.387 -0.507 -0.027
C 1.014 3.719 2.144 -0.078 0.177 -0.025
C -0.357 3.451 2.128 -0.031 -0.080 -0.006
C -0.818 2.154 2.125 0.216 0.186 0.164
O 1.523 -1.431 1.815 -0.596 0.015 0.204
H -0.454 -5.676 1.055 0.009 0.041 0.012
H -1.732 -4.571 1.604 0.220 -0.024 -0.046
H -1.104 -4.466 -0.054 -0.048 -0.025 0.188
H 0.656 -3.945 2.399 0.062 0.130 -0.253
H 1.010 -3.549 0.676 -0.115 0.030 0.332
H -1.551 -0.257 2.059 0.394 0.168 0.458
H 2.056 0.470 2.131 -0.295 0.116 0.051
H 2.974 2.766 2.135 -0.249 0.072 0.011
H 1.379 4.743 2.163 -0.090 -0.238 -0.028
H -1.098 4.246 2.119 0.209 -0.077 0.017
H -1.866 1.867 2.134 0.247 0.221 -0.039
H 0.856 -0.947 6.736 -0.373 -0.252 -0.585
C -0.193 -1.007 6.431 0.708 -0.822 1.729
C -1.197 -1.471 7.395 -1.322 0.280 -0.659
O -2.368 -1.694 7.104 1.173 0.210 0.436
O -0.709 -1.609 8.652 -0.155 0.040 -0.341
C -1.694 -1.975 9.639 0.152 -0.033 -0.098
N -0.587 -0.637 5.257 0.062 2.197 -3.272
N -0.865 -0.154 4.229 -1.917 -1.411 5.733
H -1.157 -1.960 10.586 -0.064 -0.025 -0.080
H -2.517 -1.256 9.657 0.161 -0.134 -0.082
H -2.086 -2.976 9.438 0.039 0.194 0.001
```
Forces are in eV/Å.

Summary:
LUMO energy	-0.113	eV
Kohn-Sham gap	6.25	eV
energy above the lowest of the compared OMol25 structures with the same formula, charge and spin	154.0	kJ/mol

Computed, not measured: 8 unconnected molecules or ions with the total composition C6H27O8 in a non-equilibrium geometry, with ωB97M-V/def2-TZVPD.

```
41
Properties=species:S:1:pos:R:3:forces:R:3
C 0.114 -0.238 2.071 -0.131 -0.359 0.294
O 1.072 -0.874 1.243 0.388 0.474 -0.073
C 0.130 1.274 1.969 0.809 0.634 0.187
C -0.355 1.928 0.683 0.649 0.017 -0.840
C 0.611 1.802 -0.509 -0.201 0.033 -1.442
C -0.026 2.489 -1.767 -0.301 -0.818 0.610
C 2.056 2.285 -0.344 0.304 -0.665 0.383
H 0.415 -0.525 3.081 -0.171 0.179 0.230
H -0.882 -0.641 1.924 -0.092 -0.080 -0.201
H -0.310 1.784 2.835 -0.510 -0.540 -0.032
H 1.186 1.540 2.114 0.015 0.054 -0.223
H -0.537 2.998 0.822 0.044 0.081 0.284
H -1.284 1.531 0.275 -0.295 -0.274 0.510
H 0.616 0.771 -0.854 0.088 -0.304 0.612
H -0.838 3.161 -1.474 0.375 0.425 -0.160
H -0.500 1.735 -2.396 -0.065 -0.085 0.096
H 0.751 2.933 -2.372 0.043 0.613 -0.173
H 2.447 2.150 0.666 -0.318 0.653 0.249
H 2.157 3.296 -0.742 0.249 0.104 0.417
H 2.795 1.645 -0.846 -0.375 0.155 -0.603
H 1.839 -1.844 -1.206 -0.361 0.548 -0.026
H 2.222 -0.304 -1.318 -0.383 -0.279 0.326
O 2.447 -1.195 -1.604 0.660 -0.461 -0.351
H -2.786 -1.049 1.430 -0.164 -0.055 -0.151
H -4.142 -0.443 1.052 -0.108 -0.124 0.212
O -3.316 -0.220 1.487 -0.018 0.121 -0.014
H -2.899 -1.237 -1.675 0.275 0.401 0.234
H -3.753 -0.247 -0.808 0.650 -0.062 0.058
O -3.711 -0.719 -1.643 -0.736 -0.198 -0.450
H 2.940 -1.692 1.584 -0.153 0.331 -0.648
H 3.638 -1.583 0.177 -0.496 0.085 0.074
O 3.778 -1.531 1.129 0.856 -0.289 0.482
H -0.038 -0.714 -2.987 -0.054 0.021 0.008
H -0.281 -1.531 -1.711 -0.288 0.024 0.008
O -0.633 -0.763 -2.233 0.157 -0.284 -0.052
H 0.699 -1.321 0.458 -0.700 -0.347 0.232
H 0.440 -3.450 -0.179 -0.122 0.122 -0.146
O -0.063 -2.699 -0.517 0.399 0.203 0.020
H -2.674 -3.227 0.681 0.007 0.230 0.364
H -1.286 -2.640 0.395 0.308 0.121 0.419
O -2.040 -2.633 1.110 -0.231 -0.405 -0.726
```
Forces are in eV/Å.

Summary:
LUMO energy	3.210	eV
Kohn-Sham gap	9.46	eV
total charge	-1
energy above the lowest of the compared OMol25 structures with the same formula, charge and spin	0.0	kJ/mol

| no. | E (eV) |
| --- | --- |
| 1 | -155644.346 |
| 2 | -17502.342 |
| 3 | -26960.729 |
| 4 | -26965.379 |
| 5 | -25343.079 |
| 6 | -23042.393 |